No. 1
Here is a cluster of 9 separate species, C25H72N4O11 in total in a non-equilibrium geometry from OMol25. Energies are from the ωB97M-V functional and the def2-TZVPD basis.

XYZ file:
```
112
C25H72N4O11, DFT the ωB97M-V functional and the def2-TZVPD basis
C -9.395 3.808 1.141
O -8.270 2.923 0.765
C -7.126 3.595 0.278
C -5.977 2.584 0.049
N -4.797 3.300 -0.348
C -3.594 2.515 -0.623
C -2.464 3.432 -1.045
O -1.200 2.761 -1.124
C -0.087 3.664 -1.417
H -9.700 4.444 0.310
H -9.201 4.456 1.995
H -10.287 3.218 1.352
H -6.778 4.378 0.950
H -7.473 4.045 -0.652
H -6.299 1.859 -0.698
H -5.708 2.035 0.951
H -4.681 4.089 0.271
H -3.731 1.748 -1.385
H -3.317 1.952 0.268
H -2.418 4.206 -0.278
H -2.642 3.791 -2.059
H 0.858 3.153 -1.602
H 0.059 4.417 -0.642
H -0.399 4.111 -2.361
C 0.800 -1.029 -1.168
O 0.400 -2.143 -2.001
C -1.034 -2.175 -2.143
C -1.465 -3.076 -3.301
N -1.093 -4.468 -3.033
C -1.150 -5.226 -4.250
C -2.537 -5.500 -4.968
O -2.194 -6.138 -6.186
C -3.111 -5.862 -7.289
H 1.869 -1.078 -0.957
H 0.378 -0.899 -0.171
H 0.545 -0.089 -1.657
H -1.438 -1.164 -2.184
H -1.435 -2.625 -1.234
H -1.018 -2.743 -4.238
H -2.530 -2.921 -3.474
H -0.183 -4.372 -2.607
H -0.766 -6.201 -3.951
H -0.457 -4.756 -4.948
H -3.023 -4.545 -5.165
H -3.097 -6.117 -4.265
H -4.089 -6.290 -7.071
H -2.765 -6.374 -8.188
H -3.254 -4.783 -7.342
C -1.086 0.549 2.071
C -1.424 1.967 2.584
C -1.193 2.212 4.075
O -2.288 1.751 4.896
C -1.990 1.889 6.293
N -0.612 2.819 1.797
H -1.033 0.474 0.985
H -1.837 -0.204 2.311
H -0.143 0.276 2.545
H -2.482 2.123 2.375
H -1.046 3.279 4.241
H -0.322 1.657 4.425
H -2.772 1.480 6.933
H -1.801 2.931 6.550
H -1.107 1.308 6.561
H -0.854 3.752 2.097
H -0.935 2.811 0.839
C 4.134 -5.455 -2.259
C 3.151 -4.224 -2.327
C 3.816 -2.877 -2.741
O 4.933 -2.501 -1.986
C 4.728 -2.414 -0.620
N 2.074 -4.582 -3.266
H 3.643 -6.374 -1.938
H 4.979 -5.245 -1.603
H 4.580 -5.492 -3.253
H 2.656 -4.141 -1.359
H 3.143 -2.035 -2.583
H 4.043 -3.033 -3.796
H 3.896 -1.752 -0.380
H 5.597 -1.994 -0.114
H 4.581 -3.390 -0.158
H 2.487 -4.870 -4.141
H 1.552 -3.755 -3.518
C 6.326 0.625 1.807
O 6.128 1.088 3.091
H 5.725 1.173 1.081
H 7.404 0.595 1.644
H 5.941 -0.391 1.722
H 6.573 1.927 3.222
C 1.932 -0.958 4.900
O 2.191 0.038 5.845
H 2.806 -0.979 4.248
H 1.974 -1.961 5.324
H 1.054 -0.807 4.272
H 3.006 -0.256 6.260
C 2.686 1.097 1.594
O 2.015 1.865 0.567
H 2.864 1.715 2.474
H 2.059 0.286 1.963
H 3.602 0.613 1.256
H 1.185 2.181 0.931
C 3.993 2.856 -1.682
O 3.768 3.531 -2.884
H 3.217 2.110 -1.514
H 4.968 2.371 -1.654
H 3.932 3.555 -0.847
H 4.314 3.079 -3.531
C 2.929 3.200 5.127
O 2.288 2.743 6.324
H 3.451 4.151 5.231
H 3.610 2.413 4.802
H 2.115 3.471 4.455
H 2.147 1.813 6.130
```

Values from the calculation:
- Net charge: +1
- 2S+1: 2
- DFT total energy: -2041.76169 hartree


No. 2
Here is a cluster of 2 separate species, C9H11O4PS in total in a non-equilibrium geometry from OMol25. Energies are from the ωB97M-V functional and the def2-TZVPD basis.

XYZ file:
```
26
C9H11O4PS, DFT the ωB97M-V functional and the def2-TZVPD basis
C -0.632 0.790 0.423
C -1.991 0.940 0.324
C -2.154 -1.284 -0.605
C 0.005 -0.393 0.020
C -2.770 -0.106 -0.198
C -0.779 -1.452 -0.508
C 1.431 -0.555 0.144
C -4.811 1.098 0.028
C 3.406 0.362 0.846
O 2.055 -1.569 -0.172
O -0.252 -2.606 -0.912
O -4.106 -0.067 -0.342
O 2.083 0.488 0.695
P 4.249 -1.193 0.626
S 4.462 2.010 -1.103
H -0.028 1.592 0.814
H -2.449 1.860 0.648
H -2.752 -2.085 -1.008
H -4.465 1.970 -0.535
H -4.725 1.295 1.100
H -5.852 0.899 -0.219
H 3.788 1.063 1.579
H 0.719 -2.589 -0.777
H 5.522 -0.639 0.831
H 4.375 -1.309 -0.749
H 5.670 1.480 -0.951
```

Values from the calculation:
- Net charge: 0
- 2S+1: 3
- DFT total energy: -1389.91637 hartree


No. 3
Here is the molecule C3H4BrF3 in a non-equilibrium geometry from OMol25. Energies are from the ωB97M-V functional and the def2-TZVPD basis.

XYZ file:
```
11
C3H4BrF3, DFT the ωB97M-V functional and the def2-TZVPD basis
C 0.979 0.575 0.713
C -0.347 -0.192 0.650
C -0.664 -0.389 -1.112
F -1.440 0.545 1.235
F -0.977 0.833 -1.583
F -1.693 -1.183 -1.241
Br 0.813 -1.322 -1.953
H 0.723 1.494 0.224
H 1.740 0.088 0.158
H 1.345 0.791 1.720
H -0.479 -1.240 1.189
```

Values from the calculation:
- SMILES: C[C@@H](F)C(F)(F)Br
- Net charge: 0
- DFT total energy: -2990.28509 hartree
- Energy relative to the best compared isomer or geometry (same formula, charge and spin): 21.6 kJ/mol


No. 4
Here is a structure of composition C25H26FN2O2RuS2 in a non-equilibrium geometry from OMol25. Energies are from the ωB97M-V functional and the def2-TZVPD basis.

XYZ file:
```
59
C25H26FN2O2RuS2, DFT the ωB97M-V functional and the def2-TZVPD basis
Ru -0.224 -0.368 0.049
C -3.349 -0.263 1.927
C -2.458 -1.054 1.037
C -2.642 -1.053 -0.365
C -1.793 -1.786 -1.195
C -0.789 -2.609 -0.640
C -0.659 -2.692 0.752
C -1.426 -1.850 1.576
H -4.217 -0.871 2.198
H -3.712 0.630 1.423
H -2.839 0.021 2.844
H -3.461 -0.486 -0.788
H -1.952 -1.785 -2.265
H -0.217 -3.264 -1.282
H 0.032 -3.400 1.192
H -1.325 -1.909 2.652
S 1.774 2.057 -0.144
C 3.300 1.453 0.487
N 4.281 2.300 0.678
C 5.462 1.849 1.410
C 5.788 0.436 1.001
N 4.621 -0.416 1.201
C 4.888 -1.758 1.726
C 5.356 -1.673 3.163
C 6.649 -2.049 3.505
C 7.065 -1.982 4.828
C 6.195 -1.523 5.806
C 4.904 -1.136 5.466
C 4.487 -1.203 4.147
C 3.417 0.063 0.921
S 2.047 -0.951 1.107
C 4.318 3.682 0.182
C 5.358 3.806 -0.906
C 5.185 3.128 -2.111
C 6.136 3.235 -3.111
C 7.266 4.020 -2.912
C 7.440 4.700 -1.714
C 6.487 4.594 -0.713
H 5.267 1.909 2.484
H 6.295 2.506 1.169
H 6.605 0.055 1.610
H 6.097 0.400 -0.049
H 5.656 -2.222 1.104
H 3.987 -2.356 1.647
H 7.327 -2.412 2.740
H 8.069 -2.286 5.092
H 6.520 -1.471 6.836
H 4.224 -0.784 6.230
H 3.478 -0.904 3.881
H 4.572 4.338 1.016
H 3.341 3.957 -0.194
H 4.290 2.535 -2.282
H 5.992 2.725 -4.053
H 8.003 4.116 -3.698
H 8.318 5.312 -1.558
H 6.618 5.140 0.215
F -0.847 1.318 0.795
O 0.607 0.243 -1.587
O 1.688 1.175 -1.528
```

Values from the calculation:
- Net charge: +2
- 2S+1: 2
- DFT total energy: -2218.66888 hartree
- Energy relative to the best compared isomer or geometry (same formula, charge and spin): 124.4 kJ/mol


> Which of these has the lowest DFT total energy?

C3H4BrF3


> DFT total energy of number 1 (C25H72N4O11)?

-2041.76169 hartree


Please write out number 4 again, unchanged.
Here is a structure of composition C25H26FN2O2RuS2 in a non-equilibrium geometry from OMol25. Energies are from the ωB97M-V functional and the def2-TZVPD basis.

XYZ file:
```
59
C25H26FN2O2RuS2, DFT the ωB97M-V functional and the def2-TZVPD basis
Ru -0.224 -0.368 0.049
C -3.349 -0.263 1.927
C -2.458 -1.054 1.037
C -2.642 -1.053 -0.365
C -1.793 -1.786 -1.195
C -0.789 -2.609 -0.640
C -0.659 -2.692 0.752
C -1.426 -1.850 1.576
H -4.217 -0.871 2.198
H -3.712 0.630 1.423
H -2.839 0.021 2.844
H -3.461 -0.486 -0.788
H -1.952 -1.785 -2.265
H -0.217 -3.264 -1.282
H 0.032 -3.400 1.192
H -1.325 -1.909 2.652
S 1.774 2.057 -0.144
C 3.300 1.453 0.487
N 4.281 2.300 0.678
C 5.462 1.849 1.410
C 5.788 0.436 1.001
N 4.621 -0.416 1.201
C 4.888 -1.758 1.726
C 5.356 -1.673 3.163
C 6.649 -2.049 3.505
C 7.065 -1.982 4.828
C 6.195 -1.523 5.806
C 4.904 -1.136 5.466
C 4.487 -1.203 4.147
C 3.417 0.063 0.921
S 2.047 -0.951 1.107
C 4.318 3.682 0.182
C 5.358 3.806 -0.906
C 5.185 3.128 -2.111
C 6.136 3.235 -3.111
C 7.266 4.020 -2.912
C 7.440 4.700 -1.714
C 6.487 4.594 -0.713
H 5.267 1.909 2.484
H 6.295 2.506 1.169
H 6.605 0.055 1.610
H 6.097 0.400 -0.049
H 5.656 -2.222 1.104
H 3.987 -2.356 1.647
H 7.327 -2.412 2.740
H 8.069 -2.286 5.092
H 6.520 -1.471 6.836
H 4.224 -0.784 6.230
H 3.478 -0.904 3.881
H 4.572 4.338 1.016
H 3.341 3.957 -0.194
H 4.290 2.535 -2.282
H 5.992 2.725 -4.053
H 8.003 4.116 -3.698
H 8.318 5.312 -1.558
H 6.618 5.140 0.215
F -0.847 1.318 0.795
O 0.607 0.243 -1.587
O 1.688 1.175 -1.528
```

Values from the calculation:
- Net charge: +2
- 2S+1: 2
- DFT total energy: -2218.66888 hartree
- Energy relative to the best compared isomer or geometry (same formula, charge and spin): 124.4 kJ/mol


> The lowest DFT total energy belongs to which entry?

C3H4BrF3